{
  "formula": "C16H14KN4O3S",
  "method": "ωB97M-V with the def2-TZVPD basis set",
  "symbols": ["K", "O", "C", "O", "C", "O", "N", "C", "C", "H", "H", "H", "H", "C", "C", "H", "H", "H", "N", "C", "C", "C", "C", "C", "C", "N", "C", "C", "C", "S", "C", "N", "H", "H", "H", "H", "H", "H", "H"],
  "positions_angstrom": [[1.81714, 1.13074, 1.01858], [-1.20936, 0.17427, -2.90419], [-0.56723, 0.39496, -3.91523], [0.43062, -2.04113, -2.65590], [0.72180, -1.72107, -3.79125], [1.68400, -2.37931, -4.52789], [0.17723, -0.67209, -4.54421], [1.58885, -1.92238, -5.90493], [0.67648, -0.72603, -5.92279], [1.12389, -2.73395, -6.46598], [2.57999, -1.67421, -6.30166], [-0.18803, -0.91701, -6.57687], [1.22266, 0.20224, -6.13970], [-0.51259, 1.70482, -4.60164], [-1.28862, 2.70762, -4.12425], [0.04082, 1.80305, -5.55949], [-1.82753, 2.65968, -3.15692], [-1.33946, 3.64425, -4.70307], [-0.67338, -0.71292, 4.30866], [-0.34500, 0.39365, 5.08265], [-0.17550, 0.44676, 6.45207], [0.53772, 1.55756, 6.94268], [1.01039, 2.55776, 6.05845], [0.72455, 2.54568, 4.68311], [0.14569, 1.37125, 4.19450], [0.16480, 0.82019, 2.92639], [-0.36906, -0.42573, 3.02047], [-0.70404, -1.30651, 1.93452], [-1.41645, -2.49436, 2.09959], [-1.73281, -3.20803, 0.59117], [-0.90267, -1.87212, -0.17852], [-0.35606, -0.97613, 0.62292], [-1.13837, -1.55750, 4.64920], [-0.56698, -0.36292, 7.07973], [0.74490, 1.63220, 8.01357], [1.61540, 3.34456, 6.51425], [0.88631, 3.35976, 3.96752], [-1.73843, -2.87316, 3.06326], [-0.84168, -1.87450, -1.24882]],
  "atomic_forces_ev_per_a": [[0.0, -0.1, -0.5], [0.8, 0.4, -0.9], [-0.2, -1.3, 0.4], [0.9, 0.4, -1.7], [-0.1, -0.6, 0.8], [-1.0, 1.1, 0.0], [0.2, -0.1, 0.8], [0.4, -0.8, 0.1], [-0.8, 1.0, 0.5], [0.4, 0.0, -0.1], [-0.2, -0.3, 0.3], [0.5, 0.5, -0.1], [-0.3, -0.3, -0.4], [-1.0, 0.8, -0.2], [0.8, -0.1, -0.4], [-0.5, 0.0, 0.9], [0.3, -0.2, -0.9], [0.0, -0.5, 0.5], [-0.5, -0.1, 0.2], [0.6, -0.4, -0.1], [0.1, 0.8, 0.8], [-0.3, -0.8, -0.5], [-0.4, 0.3, -0.1], [0.1, -0.2, 0.5], [0.0, -1.4, 0.4], [-1.2, -1.2, -0.6], [0.5, 2.4, 0.9], [-0.3, -1.4, -0.8], [0.8, 1.5, 0.2], [0.4, 1.0, -0.1], [0.2, -0.1, 1.0], [-1.2, -1.2, 0.2], [0.4, 0.6, -0.2], [0.3, 0.5, -0.1], [0.0, 0.0, -0.5], [-0.4, 0.0, -0.4], [0.5, -0.2, 0.6], [-0.1, -0.2, -0.4], [0.1, 0.3, -0.2]],
  "mulliken_charge": [0.92, -0.52, 0.83, -0.53, 0.35, -0.36, 0.22, -0.36, -0.46, 0.26, 0.31, 0.26, 0.32, -0.35, -0.73, 0.14, 0.28, 0.28, 0.02, 0.51, -0.74, -0.48, -0.44, -0.85, 0.69, -0.75, 0.29, 0.22, -0.55, -0.13, 0.09, -0.28, 0.25, 0.35, 0.37, 0.35, 0.42, 0.29, 0.52],
  "lumo_energy_ev": -2.9,
  "max_force_ev_per_a": 2.596,
  "homo_energy_ha": -0.39363,
  "total_charge": 1,
  "homo_lumo_gap_ev": 7.80
}

---

{
  "formula": "C26H56F4N6RbSSi4Te",
  "method": "ωB97M-V with the def2-TZVPD basis set",
  "symbols": ["Rb", "N", "C", "C", "N", "C", "C", "N", "C", "C", "N", "H", "H", "H", "H", "H", "H", "H", "H", "H", "H", "H", "H", "H", "H", "H", "H", "H", "H", "C", "N", "C", "C", "C", "N", "C", "C", "F", "C", "F", "C", "C", "F", "C", "F", "H", "H", "H", "H", "H", "H", "H", "H", "H", "H", "H", "C", "Si", "C", "C", "Si", "Te", "Si", "C", "C", "C", "Si", "C", "C", "C", "H", "H", "H", "H", "H", "H", "H", "H", "H", "H", "H", "H", "H", "H", "H", "H", "H", "H", "H", "H", "H", "H", "H", "H", "H", "H", "H", "S", "C"],
  "positions_angstrom": [[0.13050, 1.39605, 0.82754], [1.51757, -0.88517, -2.23108], [0.72824, -0.39297, -3.34866], [-0.74658, -0.05763, -3.08376], [-1.50630, -1.09128, -2.39462], [-2.91312, -0.76048, -2.26957], [-3.25244, 0.57312, -1.61929], [-2.57724, 0.73795, -0.34718], [-1.38145, -2.45129, -2.88972], [-1.40862, -3.46326, -1.75210], [-0.17597, -3.41124, -0.97348], [0.99726, -1.59589, -1.71594], [1.72888, -0.13952, -1.57583], [0.79630, -1.12430, -4.16051], [1.20141, 0.51299, -3.73908], [-1.21803, 0.21453, -4.05182], [-0.78205, 0.83405, -2.45310], [-3.38678, -1.55340, -1.68316], [-3.40256, -0.76870, -3.26720], [-4.35109, 0.59837, -1.54469], [-2.96838, 1.40108, -2.27685], [-2.67116, -0.10190, 0.22279], [-2.96691, 1.50464, 0.19235], [-0.44477, -2.57869, -3.43049], [-2.19127, -2.68702, -3.60774], [-1.59321, -4.46012, -2.18005], [-2.24525, -3.24655, -1.08240], [0.45711, -4.15800, -1.23124], [-0.37644, -3.48722, 0.02095], [2.37086, 0.24599, 3.51873], [2.40354, -0.41631, 2.23184], [2.11843, -1.82935, 2.37555], [3.66249, -0.21679, 1.52957], [3.96642, 1.22673, 1.14629], [2.90581, 1.73550, 0.31472], [2.97637, 2.94563, -0.19452], [1.90044, 3.41463, -1.02268], [0.84924, 2.56138, -1.24364], [1.86362, 4.63524, -1.63969], [0.79074, 4.93761, -2.41801], [2.88242, 5.56934, -1.50527], [3.93999, 5.16638, -0.70610], [4.98373, 6.02492, -0.52748], [4.00164, 3.94332, -0.08104], [5.11978, 3.68271, 0.66785], [3.17509, -0.11289, 4.18960], [1.41156, 0.05702, 4.00166], [2.47655, 1.32322, 3.39941], [2.11077, -2.30289, 1.39330], [1.13658, -1.97682, 2.82592], [2.87354, -2.34381, 3.00184], [3.61602, -0.80754, 0.61122], [4.50507, -0.60852, 2.13765], [4.94227, 1.21013, 0.63746], [4.11878, 1.82459, 2.05674], [2.84780, 6.53836, -1.97389], [-4.92023, -5.33959, 0.14632], [-3.83589, -5.81588, 1.61628], [-4.63805, -7.32283, 2.44158], [-2.17560, -6.38161, 0.93166], [-3.55149, -3.99623, 3.05196], [-2.05321, -2.35200, 2.07082], [-2.71809, -4.85015, 5.05711], [-1.29347, -6.04284, 4.72285], [-2.06628, -3.46165, 6.14337], [-4.01908, -5.79659, 6.05838], [-5.66774, -3.11280, 3.47965], [-5.62774, -2.00622, 5.00337], [-6.24110, -2.07683, 2.01901], [-6.97522, -4.45262, 3.77651], [-4.94966, -6.14142, -0.59660], [-4.52604, -4.44135, -0.33207], [-5.94431, -5.12695, 0.45838], [-4.80061, -8.12339, 1.71447], [-5.60043, -7.06911, 2.88864], [-3.99948, -7.71522, 3.23549], [-2.30478, -7.19620, 0.21311], [-1.51741, -6.72698, 1.73002], [-1.67498, -5.54966, 0.43607], [-0.54482, -5.56270, 4.09098], [-1.63939, -6.94044, 4.20676], [-0.81179, -6.35068, 5.65490], [-1.34819, -2.85862, 5.58670], [-1.57767, -3.85622, 7.03860], [-2.87249, -2.79644, 6.45599], [-4.45277, -6.61421, 5.48002], [-4.83401, -5.13465, 6.35755], [-3.57778, -6.21777, 6.96615], [-4.87210, -1.22883, 4.88325], [-5.37958, -2.57570, 5.90127], [-6.59462, -1.52186, 5.16405], [-5.52175, -1.28116, 1.82271], [-7.21779, -1.62590, 2.21492], [-6.31514, -2.68086, 1.11332], [-6.69387, -5.11296, 4.59837], [-7.10852, -5.07061, 2.88637], [-7.94092, -3.99995, 4.01889], [-2.07997, 4.16414, 3.83316], [-1.32925, 3.28190, 2.73265]],
  "atomic_forces_ev_per_a": [[-0.5, -0.7, 1.1], [-0.1, 0.0, 0.1], [0.0, -0.1, -0.1], [0.0, 0.0, 0.0], [0.1, 0.1, 0.0], [-0.1, 0.0, 0.0], [0.0, 0.0, -0.1], [0.0, 0.0, 0.2], [-0.1, 0.0, -0.1], [0.0, -0.1, 0.0], [0.1, -0.1, 0.0], [0.0, 0.0, 0.0], [0.1, 0.1, 0.0], [0.0, 0.0, 0.0], [-0.1, 0.0, 0.0], [0.0, 0.0, 0.0], [0.0, 0.0, 0.0], [0.0, 0.0, 0.0], [0.0, 0.0, 0.0], [0.0, 0.0, 0.0], [0.0, 0.0, 0.0], [0.0, 0.0, 0.0], [0.0, 0.0, 0.0], [0.1, 0.0, 0.0], [0.0, 0.0, 0.0], [0.0, 0.0, 0.0], [0.0, 0.0, 0.0], [0.0, 0.0, 0.0], [0.0, 0.1, 0.0], [0.0, 0.0, 0.0], [-0.1, 0.0, -0.1], [0.0, 0.0, 0.0], [0.0, 0.0, 0.0], [0.0, -0.1, 0.0], [0.0, 0.1, -0.2], [0.1, 0.1, -0.1], [0.0, 0.1, -0.2], [0.5, 0.5, -0.8], [-0.1, 0.0, -0.1], [0.2, 0.0, 0.1], [0.0, -0.1, 0.0], [0.1, 0.1, 0.0], [-0.2, -0.1, 0.0], [0.2, 0.0, 0.1], [-0.2, 0.1, -0.1], [0.0, 0.0, 0.0], [0.0, 0.0, 0.0], [0.0, 0.0, 0.0], [0.0, 0.0, 0.0], [0.0, 0.0, 0.0], [0.0, 0.0, 0.0], [0.0, 0.0, 0.0], [0.0, 0.0, 0.0], [0.0, 0.0, 0.0], [0.0, 0.0, 0.0], [0.0, 0.0, 0.0], [0.0, 0.0, 0.0], [0.0, 0.0, 0.0], [0.0, 0.0, 0.0], [0.0, 0.0, 0.0], [-0.1, -0.2, 0.0], [0.1, 0.1, -0.1], [0.0, 0.0, 0.0], [0.0, 0.0, 0.0], [0.0, 0.0, 0.0], [0.0, 0.0, 0.0], [0.0, 0.0, 0.0], [0.0, 0.0, 0.0], [0.0, 0.0, 0.0], [0.0, 0.0, 0.0], [0.0, 0.0, 0.0], [0.0, 0.0, 0.0], [0.0, 0.0, 0.0], [0.0, 0.0, 0.0], [0.0, 0.0, 0.0], [0.0, 0.0, 0.0], [0.0, 0.0, 0.0], [0.0, 0.0, 0.0], [0.0, 0.1, 0.0], [0.0, 0.0, 0.0], [0.0, 0.0, 0.0], [0.0, 0.0, 0.0], [0.0, 0.0, 0.0], [0.0, 0.0, 0.0], [0.0, 0.0, 0.0], [0.0, 0.0, 0.0], [0.0, 0.0, 0.0], [0.0, 0.0, 0.0], [0.0, 0.0, 0.0], [0.0, 0.0, 0.0], [0.0, 0.0, 0.0], [0.0, 0.0, 0.0], [0.0, 0.0, 0.0], [0.0, 0.0, 0.0], [0.0, 0.0, 0.0], [0.0, 0.0, 0.0], [0.0, 0.0, 0.0], [0.0, 0.0, 0.0], [0.0, 0.0, 0.0]],
  "mulliken_charge": [0.86, -0.48, -1.29, -0.33, 1.07, -0.67, -1.06, -0.07, -1.14, 0.17, -0.41, 0.38, 0.21, 0.34, 0.52, 0.15, 0.30, 0.17, 0.30, 0.45, 0.38, -0.20, 0.23, 0.35, 0.33, 0.42, -0.38, 0.17, -0.10, -1.10, 0.89, -1.06, -1.15, -1.02, 0.04, 0.43, -0.03, -0.12, -0.12, -0.34, -0.75, 0.10, -0.36, 0.34, -0.36, 0.27, 0.34, 0.24, 0.25, 0.20, 0.26, 0.42, 0.38, 0.44, 0.43, 0.48, -0.88, 0.14, -1.06, -0.61, 0.22, -0.22, 0.29, -1.09, -0.97, -1.05, 0.29, -1.11, -0.99, -1.05, 0.39, 0.03, 0.28, 0.38, 0.27, 0.23, 0.35, 0.26, -0.04, 0.27, 0.25, 0.38, 0.23, 0.35, 0.26, 0.28, 0.24, 0.38, 0.33, 0.24, 0.36, 0.21, 0.36, 0.24, 0.27, 0.25, 0.39, -0.44, -0.68],
  "lumo_energy_ev": [3.8, 3.8],
  "spin_multiplicity": 2,
  "max_force_ev_per_a": 1.414,
  "homo_energy_ha": [0.01633, -0.08036],
  "total_charge": -2,
  "s_squared": 0.76,
  "de_lowest_kj_mol": 14.12,
  "homo_lumo_gap_ev": [3.31, 5.94]
}

---

{
  "formula": "C21H24CrN3O6S",
  "method": "ωB97M-V with the def2-TZVPD basis set",
  "symbols": ["Cr", "C", "C", "O", "C", "C", "C", "N", "N", "C", "O", "C", "C", "C", "C", "C", "C", "H", "H", "H", "H", "H", "H", "H", "H", "H", "H", "H", "H", "O", "S", "O", "O", "O", "C", "N", "C", "C", "C", "C", "C", "C", "C", "C", "H", "H", "H", "H", "H", "H", "H", "H", "H", "H", "H", "H"],
  "positions_angstrom": [[0.31831, -0.78378, 0.44264], [3.87239, 0.27929, 2.62693], [2.41063, 0.29656, 2.21018], [2.13766, -0.42825, 1.20525], [1.53616, 1.10455, 2.92289], [0.13041, 1.18955, 2.70485], [-0.67471, 2.08010, 3.61612], [-0.46925, 0.51448, 1.77227], [-1.86696, 0.65552, 1.69654], [-2.31032, -0.12602, 0.74806], [-1.60631, -0.90376, 0.01940], [-3.76880, -0.03438, 0.42118], [-4.32033, -0.98632, -0.43042], [-5.66423, -0.92067, -0.77256], [-6.46531, 0.09633, -0.27077], [-5.91581, 1.04852, 0.58083], [-4.57456, 0.98254, 0.92657], [4.30448, -0.67713, 2.33891], [3.98531, 0.42722, 3.70124], [4.41897, 1.07300, 2.11115], [1.94082, 1.66872, 3.75296], [-0.03171, 2.52965, 4.37182], [-1.47201, 1.51143, 4.09318], [-1.16117, 2.86507, 3.03504], [-3.66975, -1.76499, -0.80599], [-6.08661, -1.66689, -1.43563], [-7.51353, 0.15053, -0.54374], [-6.53528, 1.84731, 0.97344], [-4.12563, 1.71206, 1.58610], [1.33363, -4.37716, 0.95614], [0.25428, -3.43309, 0.70649], [-1.03726, -4.07204, 0.52159], [0.18816, -2.36063, 1.78759], [0.59413, -2.54267, -0.49490], [4.09245, -1.48013, -0.90262], [2.89195, -1.25901, -1.66038], [2.63962, -2.32447, -2.59661], [2.80319, 0.03966, -2.27073], [1.46066, 0.76515, -2.20502], [1.27630, 1.66894, -3.25619], [0.22850, 2.57299, -3.27499], [-0.64042, 2.58085, -2.19599], [-0.46531, 1.66102, -1.17022], [0.55344, 0.68969, -1.12279], [5.00815, -1.49911, -1.53676], [4.01525, -2.43432, -0.37987], [4.20266, -0.69987, -0.15069], [3.41737, -2.35396, -3.39190], [1.66148, -2.19133, -3.05530], [2.61505, -3.27752, -2.07285], [3.10352, -0.02609, -3.33476], [3.53834, 0.70356, -1.79873], [1.98605, 1.66138, -4.08111], [0.09775, 3.25320, -4.11081], [-1.46535, 3.28548, -2.15413], [-1.17646, 1.70920, -0.35288]],
  "atomic_forces_ev_per_a": [[0.4, -0.3, -0.2], [-0.1, 0.0, 0.0], [0.0, 0.1, -0.1], [0.0, 0.1, 0.1], [0.0, -0.1, 0.0], [0.0, 0.0, 0.0], [0.0, 0.0, 0.0], [-0.2, 0.3, 0.2], [0.2, -0.1, -0.1], [-0.1, 0.3, 0.0], [-0.2, 0.1, 0.0], [0.1, -0.2, 0.1], [0.0, 0.0, 0.0], [0.0, 0.0, 0.0], [0.0, 0.0, 0.0], [0.0, 0.0, 0.0], [0.0, 0.0, 0.0], [0.0, 0.0, 0.0], [0.0, 0.0, 0.0], [0.0, 0.0, 0.0], [0.0, 0.0, 0.0], [0.0, 0.0, 0.0], [0.0, 0.0, 0.0], [0.0, 0.0, 0.0], [0.0, 0.0, 0.0], [0.0, 0.0, 0.0], [0.0, 0.0, 0.0], [0.0, 0.0, 0.0], [0.0, 0.0, 0.0], [0.0, 0.0, 0.0], [0.0, 0.2, 0.0], [0.0, -0.1, 0.0], [-0.2, 0.0, -0.1], [0.0, -0.1, 0.0], [0.1, 0.0, 0.0], [0.1, 0.0, 0.0], [-0.1, 0.0, 0.1], [0.0, 0.0, 0.1], [0.1, 0.1, 0.1], [0.0, 0.0, 0.0], [0.0, 0.0, 0.0], [0.0, 0.0, 0.0], [-0.1, -0.1, 0.1], [0.0, -0.1, -0.2], [0.0, 0.0, 0.0], [0.0, 0.0, 0.0], [0.0, 0.0, 0.0], [0.0, 0.0, 0.0], [0.0, 0.0, 0.0], [0.0, 0.0, 0.0], [0.1, 0.1, 0.0], [0.0, -0.1, 0.1], [0.0, 0.0, 0.0], [0.0, 0.0, 0.0], [0.0, 0.0, 0.0], [0.0, 0.0, 0.0]],
  "mulliken_charge": [-0.64, -1.92, 1.16, 0.26, -1.35, 1.02, -1.48, 0.61, -0.99, 0.77, -0.49, 0.10, -0.36, -0.61, -0.32, -0.63, -0.36, 0.34, 0.45, 0.30, 0.18, 0.41, 0.29, 0.27, 0.49, 0.36, 0.35, 0.35, 0.44, -0.79, 1.50, -0.76, -0.53, -0.58, -1.26, 1.15, -1.28, -1.46, 1.60, -1.06, -0.52, -1.11, -0.32, 0.73, 0.33, 0.33, 0.21, 0.30, 0.31, 0.35, 0.15, 0.34, 0.26, 0.33, 0.42, 0.34],
  "lumo_energy_ev": [4.8, 4.8],
  "spin_multiplicity": 4,
  "max_force_ev_per_a": 0.551,
  "homo_energy_ha": [-0.05168, -0.05763],
  "total_charge": -2,
  "s_squared": 3.78,
  "de_lowest_kj_mol": 0.00,
  "homo_lumo_gap_ev": [6.20, 6.36]
}